{"formula": "H4O2", "method": "wB97M-V/def2-TZVPD", "elements": ["O", "H", "H", "O", "H", "H"], "positions_angstrom": [[1.2321, -0.0085, 0.0626], [1.7840, 0.8404, -0.1944], [1.8179, -0.7599, -0.1187], [-1.3563, -0.1050, -0.0315], [-2.0850, 0.4743, 0.2325], [-0.5233, 0.3533, -0.1681]], "forces_ev_per_angstrom": [[2.30, 2.64, -0.82], [-1.50, -2.76, 0.79], [-0.22, 0.33, 0.00], [-1.14, -0.44, 0.00], [0.70, 0.06, -0.20], [-0.13, 0.18, 0.24]], "mulliken_charge": [-0.671, 0.338, 0.308, -0.642, 0.309, 0.359], "charge": 0, "e_above_lowest_kcal_mol": 8.52, "e_homo_ev": -10.66, "orbital_gap_ev": 11.29, "lumo_energy_ev": 0.63, "smiles": "O.O", "spin_multiplicity": 1}